ORCA calculation (the ωB97M-V functional and the def2-TZVPD basis) on a cluster of 6 separate species, C34H48BrNO14 in total.

Properties
HOMO energy = -9.09 eV
Molecular weight = 774.65 g mol⁻¹
Total energy = -136235.4104 eV
Kohn-Sham gap = 9.51 eV
Lowest unoccupied orbital energy = 0.01576 hartree

ORCA input file:
```
! RIJCOSX wB97M-V def2-TZVPD def2/J DEFGRID3
* xyz 0 1
C -1.219 -3.855 0.126
C -0.851 -2.546 -0.594
Br 0.008 -1.282 0.635
C -2.018 -1.957 -1.432
C -2.964 -0.995 -0.687
C -2.652 0.515 -0.695
C -1.455 0.965 -1.572
N -0.807 2.146 -0.939
O -3.199 -1.301 0.726
C -4.097 -2.318 0.838
O -4.457 -2.838 1.859
O -4.557 -2.639 -0.419
C -4.376 -1.431 -1.163
O -4.551 -1.565 -2.545
C -5.599 -0.561 -0.718
C -6.802 -0.819 -1.353
C -7.952 -0.158 -1.027
C -7.955 0.828 -0.056
C -6.767 1.083 0.570
C -5.608 0.407 0.268
H -1.573 -4.581 -0.612
H -0.291 -4.212 0.590
H -1.925 -3.706 0.948
H -0.082 -2.828 -1.317
H -2.555 -2.826 -1.828
H -1.559 -1.492 -2.309
H -3.530 1.050 -1.082
H -2.518 0.897 0.319
H -1.762 1.324 -2.561
H -0.660 0.228 -1.667
H -0.383 1.751 -0.099
H -1.517 2.780 -0.578
H -4.344 -0.694 -2.905
H -6.881 -1.587 -2.116
H -8.887 -0.402 -1.524
H -8.862 1.353 0.220
H -6.714 1.847 1.343
H -4.696 0.649 0.798
O -3.161 4.510 -0.713
C -2.709 5.070 0.242
O -2.390 4.427 1.393
C -1.975 5.380 2.388
C -1.532 6.605 1.605
C -2.449 6.555 0.387
H -2.824 5.589 3.043
H -1.170 4.954 2.982
H -1.604 7.529 2.176
H -0.495 6.487 1.287
H -3.398 7.063 0.567
H -1.970 6.952 -0.503
O 1.706 0.235 -3.206
C 2.598 0.916 -2.788
O 3.904 0.678 -3.066
C 4.733 1.598 -2.330
C 3.834 2.777 -2.005
C 2.472 2.108 -1.861
H 5.094 1.096 -1.431
H 5.586 1.885 -2.941
H 4.152 3.328 -1.122
H 3.815 3.472 -2.847
H 2.300 1.748 -0.846
H 1.660 2.758 -2.173
O 5.551 1.964 1.039
C 5.514 0.982 1.730
O 6.192 0.870 2.887
C 6.036 -0.460 3.422
C 4.759 -0.994 2.792
C 4.766 -0.303 1.433
H 6.907 -1.045 3.151
H 5.971 -0.409 4.507
H 4.727 -2.080 2.738
H 3.892 -0.662 3.368
H 5.326 -0.872 0.688
H 3.761 -0.095 1.074
O -3.626 -5.531 -2.713
C -4.552 -6.122 -2.237
O -4.806 -7.431 -2.491
C -6.040 -7.819 -1.864
C -6.254 -6.812 -0.746
C -5.618 -5.553 -1.325
H -6.835 -7.786 -2.612
H -5.950 -8.838 -1.493
H -7.299 -6.691 -0.468
H -5.704 -7.124 0.144
H -6.325 -4.976 -1.924
H -5.175 -4.929 -0.557
O 8.851 -0.242 3.155
C 9.658 0.507 2.685
O 10.987 0.415 2.929
C 11.674 1.519 2.314
C 10.748 2.000 1.209
C 9.371 1.697 1.793
H 11.849 2.285 3.073
H 12.634 1.178 1.933
H 10.897 3.046 0.947
H 10.904 1.403 0.309
H 8.997 2.516 2.408
H 8.647 1.441 1.024
*
```

Mulliken population analysis, charges in e, atoms 1 to 6: C -1.34; C -0.07; Br -0.14; C -1.44; C 2.41; C -0.63

=====

ORCA calculation (the ωB97M-V functional and the def2-TZVPD basis) on a cluster of 8 separate species, C34H48F8N4O10S3 in total.

Properties
HOMO energy = -9.24 eV
Molecular weight = 920.96 g mol⁻¹
Total energy = -116710.3113 eV
Kohn-Sham gap = 9.52 eV
Lowest unoccupied orbital energy = 0.01033 hartree

ORCA input file:
```
! RIJCOSX wB97M-V def2-TZVPD def2/J DEFGRID3
* xyz 0 1
O 7.350 2.871 -0.165
S 7.870 2.582 -1.543
O 9.268 2.886 -1.942
O 7.429 1.063 -1.973
C 6.627 0.308 -1.082
C 5.194 0.850 -1.022
C 6.595 3.264 -2.773
H 7.027 0.341 -0.069
H 6.628 -0.702 -1.493
H 5.223 1.805 -0.497
H 4.528 0.233 -0.419
H 4.816 0.907 -2.042
H 5.601 2.924 -2.483
H 6.864 2.794 -3.718
H 6.469 4.345 -2.840
O 4.612 -2.607 1.119
S 4.735 -3.578 0.008
O 3.695 -3.767 -0.961
O 6.193 -3.228 -0.752
C 6.388 -3.902 -1.950
C 7.174 -3.270 -2.910
C 5.097 -5.225 0.702
H 5.474 -4.219 -2.453
H 6.838 -4.876 -1.753
H 7.144 -3.657 -3.928
H 8.225 -3.285 -2.620
H 6.935 -2.219 -3.073
H 4.706 -6.058 0.116
H 4.681 -5.145 1.706
H 6.183 -5.233 0.791
O 1.423 7.832 2.817
S 1.642 6.775 3.788
O 0.633 6.354 4.766
O 2.221 5.439 3.034
C 1.984 4.196 3.635
C 2.113 3.011 2.668
C 3.218 7.211 4.695
H 0.944 4.131 3.956
H 2.446 4.151 4.621
H 1.266 2.927 1.987
H 2.070 2.190 3.384
H 3.065 2.909 2.146
H 3.722 7.803 3.932
H 3.732 6.358 5.138
H 2.807 7.847 5.480
N -2.807 -1.701 -5.054
C -1.617 -1.739 -5.704
C -1.507 -2.304 -6.970
C -2.592 -2.985 -7.508
C -3.782 -3.069 -6.822
C -3.872 -2.370 -5.569
H -0.846 -1.470 -4.997
H -0.539 -2.329 -7.448
H -2.407 -3.435 -8.472
H -4.623 -3.558 -7.291
H -4.815 -2.270 -5.052
N -7.297 -0.284 -2.756
C -6.032 -0.243 -3.205
C -4.926 -0.588 -2.456
C -5.194 -1.179 -1.262
C -6.444 -1.164 -0.704
C -7.545 -0.731 -1.442
H -5.907 0.231 -4.167
H -3.915 -0.520 -2.831
H -4.403 -1.563 -0.634
H -6.574 -1.513 0.310
H -8.496 -0.769 -0.930
N 0.668 -1.620 -2.039
C -0.669 -1.472 -1.920
C -1.264 -0.647 -0.910
C -0.414 0.064 -0.022
C 0.924 -0.085 -0.235
C 1.496 -0.962 -1.127
H -1.315 -2.046 -2.568
H -2.340 -0.643 -0.817
H -0.817 0.737 0.720
H 1.613 0.470 0.384
H 2.552 -1.140 -1.266
N -3.575 2.893 1.382
C -2.336 3.199 0.962
C -1.620 4.321 1.460
C -2.045 4.910 2.643
C -3.271 4.507 3.209
C -4.007 3.558 2.522
H -1.960 2.648 0.112
H -0.805 4.768 0.910
H -1.446 5.728 3.013
H -3.724 5.128 3.968
H -5.012 3.419 2.892
C -5.114 -3.813 2.886
C -6.448 -4.360 3.537
C -6.699 -3.575 4.824
F -5.863 -3.802 5.792
F -6.844 -2.256 4.743
F -7.282 -4.106 2.528
F -6.372 -5.679 3.703
O -5.131 -2.385 2.659
C -3.855 -1.649 2.683
C -4.046 -0.255 3.157
F -3.002 0.535 2.977
F -5.169 0.262 2.682
F -2.929 -2.370 3.269
F -3.489 -1.592 1.374
H -5.063 -4.246 1.887
H -4.267 -4.147 3.486
H -7.672 -3.856 5.229
H -4.098 -0.222 4.246
*
```

Mulliken population analysis, charges in e, atoms 1 to 6: O -0.55; S 1.00; O -0.59; O -0.39; C 0.40; C -1.05

=====

ORCA calculation (the ωB97M-V functional and the def2-TZVPD basis) on a structure of composition C34H48LaN3O2P.

Properties
HOMO energy = -10.63 eV
Molecular weight = 700.66 g mol⁻¹
Total energy = -54747.6471 eV
Kohn-Sham gap = 7.98 eV
Energy relative to the best compared isomer or geometry (same formula, charge and spin) = 64.5 kcal/mol
Lowest unoccupied orbital energy = -0.09732 hartree

ORCA input file:
```
! RIJCOSX wB97M-V def2-TZVPD def2/J DEFGRID3
* xyz 1 1
La 0.197 0.048 -0.756
C -0.496 -1.539 3.792
N -0.679 -0.643 2.652
C -1.653 -1.219 1.729
C -1.089 -2.494 1.085
C -1.777 -2.825 -0.235
N -1.572 -1.751 -1.193
C -2.252 -1.820 -2.286
C -2.374 -0.786 -3.264
C -3.033 -1.065 -4.476
C -3.296 -0.078 -5.393
C -2.951 1.241 -5.097
C -2.322 1.553 -3.917
C -1.981 0.558 -2.968
O -1.380 0.873 -1.863
C -1.095 0.686 3.100
C 0.002 1.421 3.873
C 1.369 1.234 3.225
N 1.326 1.583 1.827
C 2.126 1.009 1.021
C 3.037 -0.106 1.278
C 4.076 -0.056 2.199
C 4.914 -1.143 2.353
C 4.677 -2.295 1.614
C 3.612 -2.381 0.743
C 2.766 -1.281 0.535
O 1.738 -1.330 -0.287
H -1.456 -1.837 4.233
H 0.091 -1.056 4.566
H 0.040 -2.433 3.484
H -1.861 -0.469 0.942
H -2.612 -1.444 2.232
H -1.206 -3.344 1.757
H -0.018 -2.338 0.902
H -2.853 -2.968 -0.070
H -1.379 -3.768 -0.632
H -2.870 -2.707 -2.475
H -3.333 -2.085 -4.678
H -3.787 -0.315 -6.324
H -3.192 2.027 -5.799
H -2.082 2.580 -3.684
H -1.999 0.637 3.730
H -1.328 1.271 2.203
H 0.059 1.067 4.903
H -0.253 2.480 3.901
H 1.722 0.206 3.380
H 2.080 1.918 3.701
H 2.125 1.392 -0.022
H 4.242 0.853 2.757
H 5.748 -1.098 3.037
H 5.337 -3.143 1.727
H 3.411 -3.296 0.207
C 1.135 2.997 -3.378
C 1.200 3.274 -1.905
C 0.035 3.321 -1.132
C 0.076 3.728 0.196
C 1.282 4.102 0.767
C 2.449 4.030 0.019
C 2.409 3.616 -1.303
H 1.117 3.938 -3.931
H 0.235 2.441 -3.632
H 2.012 2.446 -3.712
H -0.925 3.172 -1.605
H -0.843 3.805 0.760
H 1.303 4.478 1.776
H 3.395 4.309 0.461
H 3.315 3.607 -1.895
C 1.335 -0.900 -6.237
C 0.699 -0.299 -4.986
P 1.383 -0.813 -3.326
C 1.263 -2.648 -3.584
C 1.529 -3.533 -2.376
C 3.188 -0.477 -3.621
C 4.108 -0.567 -2.410
H 0.812 -0.513 -7.109
H 1.256 -1.982 -6.262
H 2.381 -0.624 -6.330
H -0.363 -0.554 -4.969
H 0.771 0.788 -5.051
H 1.975 -2.896 -4.375
H 0.250 -2.839 -3.956
H 2.545 -3.405 -2.012
H 1.390 -4.578 -2.652
H 0.849 -3.289 -1.563
H 3.246 0.535 -4.034
H 3.530 -1.176 -4.387
H 3.840 0.173 -1.658
H 5.133 -0.378 -2.722
H 4.071 -1.547 -1.944
*
```

Mulliken population analysis, charges in e, atoms 1 to 6: La 1.80; C -1.39; N 1.05; C -1.40; C -0.10; C -1.58

=====

Kohn-Sham gap of number 1 (C34H48BrNO14)? 9.51 eV